Entry from OMol25: C46H34FeGeN8O7P2 as an isolated structure (ωB97M-V/def2-TZVPD).

```
99
Properties=species:S:1:pos:R:3:forces:R:3
Fe -0.313042 0.872610 0.511545 0.07 -0.06 0.53
C -0.208723 -5.221412 3.250604 0.08 0.03 0.01
C 1.006605 -4.772555 3.819749 -0.06 -0.01 -0.02
C 1.629128 -3.629490 3.378336 -0.03 -0.04 -0.10
C 1.023734 -2.940836 2.319348 0.17 0.11 0.21
C 1.366904 -1.736368 1.658488 0.01 0.02 -0.04
N 2.434842 -0.959664 1.905185 -0.10 0.02 -0.07
C 2.287879 0.311250 2.026885 -0.18 0.11 0.18
C 3.408950 1.248076 2.215835 -0.02 -0.15 -0.04
C 4.776016 1.081171 2.169208 0.02 0.06 0.04
C 5.554718 2.217286 2.383050 -0.05 0.00 0.00
C 4.971755 3.456875 2.640927 -0.01 -0.05 -0.01
C 3.587654 3.607352 2.698457 0.07 -0.03 0.01
C 2.832439 2.476796 2.474957 -0.15 0.07 0.01
C 1.376899 2.259739 2.416779 -0.03 0.08 0.19
N 0.524247 3.237748 2.719730 -0.05 -0.13 -0.11
C -0.734278 3.109486 2.408871 -0.13 0.13 0.15
N -1.284368 2.220820 1.538714 -0.14 0.22 -0.22
C -2.624441 2.428404 1.518473 -0.06 0.29 0.23
N -3.508176 1.782536 0.815519 0.12 -0.09 -0.07
C -3.195111 0.596103 0.291458 -0.14 0.10 -0.03
N -2.180993 -0.197095 0.645606 0.11 -0.39 -0.27
C -2.353342 -1.376160 -0.089075 -0.22 0.23 0.11
N -1.659279 -2.450725 0.026264 0.22 -0.04 0.08
C -0.531261 -2.451766 0.748271 0.04 0.06 -0.04
N 0.463499 -1.471694 0.621021 0.14 -0.23 -0.27
C -0.173862 -3.389744 1.749334 -0.21 -0.08 -0.02
C -0.818794 -4.538842 2.225784 0.05 0.02 -0.02
C -3.529474 -1.269680 -0.970070 0.11 -0.07 0.05
C -4.092363 -2.132930 -1.884451 -0.04 -0.01 -0.01
C -5.206652 -1.671420 -2.582004 0.01 0.05 0.02
C -5.731732 -0.401802 -2.350619 0.06 -0.04 0.01
C -5.164413 0.451237 -1.406745 -0.05 -0.02 -0.02
C -4.056832 -0.015854 -0.733863 0.02 0.10 0.12
C -2.978707 3.550982 2.416117 0.06 -0.15 -0.17
C -4.184227 4.128185 2.736954 0.00 0.09 0.07
C -4.152011 5.179455 3.657061 0.03 -0.06 -0.03
C -2.955498 5.610807 4.219792 0.02 -0.04 -0.05
C -1.739054 5.008887 3.886956 -0.10 0.08 0.04
C -1.787388 3.980427 2.976411 0.15 -0.14 -0.10
N 1.064365 0.992040 2.127742 0.37 -0.10 -0.39
H -0.663461 -6.123779 3.635185 0.00 -0.02 0.02
H 1.449307 -5.343915 4.623949 -0.01 -0.02 0.01
H 2.554544 -3.281438 3.813342 0.03 0.03 0.01
H 5.222368 0.115540 1.976194 0.01 -0.01 -0.01
H 6.632377 2.137683 2.349173 0.02 0.01 0.00
H 5.608040 4.315957 2.801468 0.02 0.01 0.01
H 3.125571 4.562277 2.904062 -0.01 0.02 0.01
H -1.747699 -4.878335 1.790085 -0.02 0.00 -0.01
H -3.690938 -3.122837 -2.053005 0.02 -0.03 -0.01
H -5.675224 -2.309952 -3.318211 -0.01 -0.01 -0.01
H -6.594059 -0.076334 -2.915142 -0.03 0.00 -0.01
H -5.571789 1.433085 -1.210317 0.00 0.01 0.00
H -5.110042 3.784145 2.298473 -0.02 -0.01 -0.01
H -5.075294 5.665814 3.939188 -0.01 0.02 0.01
H -2.969226 6.426236 4.929229 0.00 0.02 0.02
H -0.805383 5.335277 4.322177 0.03 0.00 0.01
C -1.485537 3.800510 -3.039163 0.00 0.00 0.00
C -0.215819 3.043732 -2.670008 -0.07 -0.02 -0.07
O 0.821088 3.429698 -3.586218 0.05 0.01 0.01
P 0.412940 3.542297 -1.025370 -0.04 -0.02 -0.21
O -0.730807 4.276649 -0.201131 0.03 -0.13 0.04
O 1.403786 4.731784 -1.341070 0.05 -0.07 0.30
O 0.988441 2.420266 -0.236650 -0.01 -0.18 0.23
P -0.518478 1.205465 -2.802860 -0.13 0.19 -0.05
O 0.997547 0.779638 -3.220251 0.03 0.16 0.11
O -1.458564 0.910825 -3.896249 0.03 -0.02 0.12
O -0.794415 0.664920 -1.412855 -0.14 0.04 0.04
H -1.305507 4.878387 -3.033650 0.00 0.00 0.00
H -2.299180 3.565093 -2.353109 -0.02 -0.01 0.03
H -1.787197 3.498302 -4.039840 0.01 0.00 0.00
H 1.302603 2.620267 -3.816793 0.04 0.01 -0.02
H -0.965004 5.138369 -0.559870 -0.04 0.19 -0.06
H 1.803751 4.617162 -2.215865 0.02 -0.02 -0.28
H 0.953656 0.196525 -3.987770 0.04 -0.16 -0.15
Ge 1.589561 -1.769385 -1.062538 0.12 0.26 0.13
C 0.721300 -2.116374 -2.742390 -0.14 -0.19 -0.14
C -0.621076 -2.333052 -3.021839 0.09 0.13 -0.04
C -1.026544 -2.618066 -4.320437 0.03 0.03 0.06
C -0.097644 -2.697497 -5.343432 -0.03 -0.01 0.01
C 1.250072 -2.498216 -5.071058 -0.03 0.01 -0.02
C 1.658379 -2.213806 -3.777473 0.00 -0.06 -0.04
C 2.559905 -3.352270 -0.562270 0.03 -0.13 0.16
C 1.952211 -4.594768 -0.746928 0.06 -0.05 -0.03
C 2.577770 -5.754860 -0.312685 -0.01 0.05 -0.02
C 3.821751 -5.680936 0.297223 0.02 0.00 0.01
C 4.443588 -4.451924 0.472661 -0.06 0.02 -0.02
C 3.809821 -3.291632 0.054287 0.01 -0.01 -0.04
H 2.439615 -0.505208 -0.986572 -0.04 0.03 -0.06
H -1.359261 -2.261710 -2.241970 0.00 -0.02 -0.03
H -2.076983 -2.762757 -4.532441 -0.03 0.01 0.01
H -0.418138 -2.910653 -6.353773 -0.01 -0.01 -0.02
H 1.981886 -2.564788 -5.864644 0.01 -0.01 -0.01
H 2.717247 -2.064484 -3.584908 0.00 0.00 0.02
H 0.991168 -4.663789 -1.245861 -0.02 0.01 0.01
H 2.100870 -6.713811 -0.460350 -0.01 -0.03 0.00
H 4.313376 -6.585322 0.629681 0.01 -0.02 0.00
H 5.418846 -4.398575 0.935847 0.04 0.00 0.02
H 4.294270 -2.335669 0.212138 -0.02 0.02 0.01
```
Positions in Å, forces in eV/Å.

orbital gap (alpha / beta)	5.6 / 6.2	eV
HOMO energy (alpha / beta)	-9.7 / -10.8	eV
LUMO level (alpha / beta)	-0.15063 / -0.17075	hartree
spin multiplicity	2
net charge	+1

Entry from OMol25: C46H35BrCrN3O2P as an isolated structure in a non-equilibrium geometry (ωB97M-V/def2-TZVPD).

```
89
Properties=species:S:1:pos:R:3:forces:R:3
Cr 0.264983 -0.323511 0.842354 0.46 -0.08 -1.65
C 3.679783 -0.543511 -0.617246 -0.21 0.02 0.02
C 3.577483 -0.616211 0.869154 0.28 0.07 -0.16
C 4.785183 -0.835611 1.534354 -0.09 0.00 0.45
C 4.811083 -0.942011 2.907954 -0.04 0.00 -0.50
C 3.607783 -0.855411 3.577554 -0.56 0.04 -0.19
C 2.434183 -0.632411 2.862854 1.15 -0.12 -0.03
N 2.413283 -0.481311 1.514754 -0.29 -0.03 0.19
C 1.159483 -0.547411 3.558954 -0.78 0.10 0.00
C 1.038783 -0.567911 4.946754 -0.24 0.00 0.02
C -0.214217 -0.531011 5.530454 0.15 -0.01 -0.49
C -1.327017 -0.461611 4.708754 0.15 -0.05 -0.28
C -1.146917 -0.397911 3.332554 0.52 -0.07 0.49
N 0.079383 -0.435011 2.761654 -0.07 -0.54 2.30
C -2.256517 -0.457811 2.396954 -1.15 -0.07 -0.45
C -3.585117 -0.261811 2.768454 0.57 -0.06 -0.05
C -4.576817 -0.561311 1.853154 0.17 -0.25 -0.34
C -4.217317 -1.188411 0.672854 0.03 0.22 0.32
C -2.867717 -1.377311 0.374854 -0.17 -0.20 -0.21
C -2.491517 -2.291711 -0.741046 0.19 -0.09 -0.18
N -1.909317 -0.881011 1.162054 0.35 0.08 0.33
H 4.421583 0.201189 -0.904546 -0.06 0.08 -0.03
H 2.731783 -0.298511 -1.079746 0.27 -0.03 0.04
H 4.022683 -1.508611 -0.992846 -0.09 -0.03 -0.05
H 5.687983 -0.929111 0.949154 0.02 0.02 -0.03
H 5.734683 -1.102211 3.440754 0.08 -0.04 0.06
H 3.583583 -0.971211 4.646254 -0.02 -0.01 0.09
H 1.908383 -0.606411 5.577354 0.12 -0.05 0.00
H -0.321817 -0.573511 6.602954 0.00 0.02 0.09
H -2.315517 -0.487411 5.132854 -0.14 0.03 -0.04
H -3.833417 0.121589 3.744354 0.03 0.06 0.06
H -5.613117 -0.377011 2.080454 -0.17 0.02 0.08
H -4.967217 -1.562711 -0.007346 -0.01 -0.01 -0.08
H -3.144417 -2.155211 -1.600146 0.04 -0.03 -0.05
H -2.617417 -3.317911 -0.381746 0.01 0.04 0.05
H -1.447617 -2.175511 -1.024546 -0.24 -0.13 0.05
O 2.220183 -3.490011 0.494354 0.02 0.00 -0.19
C 1.454583 -2.857811 -0.210146 0.65 -0.57 -0.07
O 0.485183 -2.141411 0.230854 -0.86 0.16 0.55
C 1.630583 -2.835011 -1.709146 0.00 0.00 0.11
C 2.269683 -3.919711 -2.301646 -0.10 0.05 0.06
C 2.614783 -3.889611 -3.639746 0.02 0.07 0.08
C 2.396983 -2.729611 -4.364746 0.01 -0.02 -0.08
C 1.764583 -1.645711 -3.781046 0.09 0.03 0.05
C 1.314983 -1.696011 -2.463046 0.04 -0.10 0.16
P 0.385783 -0.255511 -1.765846 -0.01 0.22 -1.13
C 1.173683 1.157789 -2.662246 -0.08 -0.07 0.35
C 0.922983 1.437389 -4.004446 -0.05 0.08 0.07
C 1.604483 2.458589 -4.643546 -0.01 -0.01 -0.03
C 2.536583 3.213689 -3.952446 -0.05 0.03 0.01
C 2.747583 2.980489 -2.604046 0.09 0.09 0.06
C 2.059783 1.971189 -1.956446 -0.14 -0.13 -0.03
C -1.191917 -0.335411 -2.729046 -0.13 -0.04 0.32
C -2.309517 0.295489 -2.187646 0.15 0.04 0.00
C -3.493917 0.395589 -2.893646 -0.01 0.07 0.01
C -3.587117 -0.146611 -4.164046 0.01 -0.02 0.01
C -2.505217 -0.837911 -4.685346 -0.01 -0.05 -0.08
C -1.317917 -0.943111 -3.976346 0.05 -0.05 0.15
H 2.497283 -4.777411 -1.685346 0.04 -0.01 0.06
H 3.093483 -4.741911 -4.097246 0.04 -0.06 -0.05
H 2.728083 -2.660011 -5.389446 0.02 0.00 -0.12
H 1.654683 -0.735511 -4.350146 -0.01 -0.09 -0.09
H 0.181683 0.874689 -4.555446 0.03 0.03 0.01
H 1.401083 2.664689 -5.683246 0.00 0.02 -0.10
H 3.070583 4.002389 -4.457246 0.09 0.11 -0.05
H 3.444183 3.589989 -2.049946 0.06 0.10 0.06
H 2.184783 1.826689 -0.889446 0.05 0.02 0.02
H -2.255117 0.695089 -1.187646 -0.09 0.01 -0.07
H -4.340917 0.894289 -2.444046 -0.07 0.06 0.01
H -4.496517 -0.039311 -4.736846 -0.06 -0.07 -0.03
H -2.582917 -1.302711 -5.655946 0.00 -0.05 -0.12
H -0.497417 -1.508811 -4.394746 -0.07 0.02 -0.05
Br 1.814683 2.472889 3.179354 -0.21 0.19 0.15
C -0.090417 2.413089 3.343354 0.29 0.00 0.35
C -0.667717 2.685189 4.555554 0.41 0.03 -0.25
C -2.058517 2.839589 4.630854 -0.24 0.02 -0.09
C -2.789217 2.917589 3.477154 0.06 0.02 0.19
C -2.185217 2.704489 2.224054 0.57 -0.05 0.18
C -2.840817 3.031389 1.019754 0.14 -0.05 -0.55
C -2.145817 2.931989 -0.152546 -0.51 0.33 0.35
C -0.929917 2.225789 -0.188246 0.73 -0.24 0.26
C -0.319417 1.689189 0.937354 -0.21 0.54 -0.29
C -0.840717 2.233489 2.162854 -0.40 0.26 -0.09
H -0.058917 2.813789 5.436954 0.10 0.02 0.05
H -2.528717 2.979589 5.590754 -0.06 0.11 0.13
H -3.836717 3.173289 3.501154 -0.18 0.09 0.05
H -3.838417 3.437289 1.062854 -0.17 0.09 -0.05
H -2.559517 3.314489 -1.073046 -0.09 0.02 -0.12
H -0.473517 2.100789 -1.163346 -0.19 -0.18 0.05
```
Positions in Å, forces in eV/Å.

orbital gap (alpha / beta)	6.8 / 6.7	eV
HOMO energy (alpha / beta)	-10.1 / -10.3	eV
LUMO level (alpha / beta)	-0.12254 / -0.13307	hartree
ΔE to the lowest compared entry with this formula, charge and spin	0.591	eV
spin multiplicity	4
net charge	+1

Entry from OMol25: C46H35F5N2O5PbS5 as an isolated structure in a non-equilibrium geometry (ωB97M-V/def2-TZVPD).

```
99
Properties=species:S:1:pos:R:3:forces:R:3
Pb -2.673291 -1.117019 -0.582012 0.03 0.21 0.10
C 4.057890 0.203879 6.675579 -0.02 0.03 -0.08
C 3.170333 0.021084 5.473123 0.02 -0.03 0.04
C 1.847548 0.450566 5.487680 0.01 0.06 -0.01
C 1.034415 0.291150 4.375333 0.01 -0.04 -0.04
C 1.552368 -0.303924 3.237192 -0.33 -0.03 0.05
C 2.859033 -0.757021 3.207818 0.06 -0.06 -0.10
C 3.665369 -0.584774 4.320311 -0.09 0.06 0.02
S 0.486941 -0.567202 1.784153 0.46 0.55 0.31
O 1.188336 -1.609530 1.014077 0.09 -0.35 -0.37
C 0.887879 1.084889 1.112538 0.39 -0.04 -0.36
C 0.101301 2.111906 1.670544 -0.08 0.07 0.04
C 0.254346 3.403663 1.271320 -0.10 -0.06 0.15
C 1.210274 3.739749 0.290740 0.21 -0.15 -0.17
C 1.365793 5.066779 -0.169326 0.07 0.11 -0.02
C 2.287865 5.371704 -1.129605 -0.10 0.13 0.07
C 3.097232 4.361118 -1.678734 0.03 -0.18 0.03
C 2.966586 3.067764 -1.256133 0.08 0.10 -0.14
C 2.024267 2.717411 -0.260323 -0.21 0.09 0.07
C 1.855363 1.361619 0.164980 -0.42 -0.20 0.23
C 2.704888 0.333315 -0.511485 -0.43 -0.48 -0.33
C 4.079532 0.224037 -0.167122 0.02 -0.20 -0.07
C 4.648495 0.969895 0.894244 0.15 0.05 0.06
C 5.967762 0.826002 1.222085 -0.15 0.11 0.09
C 6.787524 -0.067681 0.506109 0.05 -0.13 -0.13
C 6.266395 -0.799363 -0.523647 0.13 -0.02 0.07
C 4.903204 -0.682873 -0.885388 -0.12 0.21 0.18
C 4.337533 -1.439384 -1.931985 -0.06 -0.05 -0.11
C 3.010088 -1.335733 -2.237802 0.25 -0.07 -0.21
C 2.181776 -0.460175 -1.522051 -0.05 0.67 0.87
S 0.399467 -0.207055 -1.905262 0.97 -0.36 -0.64
O 0.420645 0.855273 -2.938748 -0.12 0.35 -0.10
C 0.217344 -1.759070 -2.787600 -0.39 -0.17 0.24
C 0.492090 -2.962455 -2.149548 -0.14 0.02 -0.09
C 0.338962 -4.145063 -2.849814 0.02 0.05 0.08
C -0.115533 -4.146962 -4.164991 0.09 0.16 -0.03
C -0.340181 -5.436734 -4.896115 -0.26 0.11 0.10
C -0.431503 -2.931177 -4.763752 0.05 -0.12 0.06
C -0.267506 -1.736959 -4.083220 0.00 0.24 0.11
H 3.470895 0.420391 7.567220 0.02 0.00 0.03
H 4.750062 1.033524 6.515170 0.02 0.01 0.05
H 4.653411 -0.690692 6.859908 0.01 0.00 0.03
H 1.441072 0.910430 6.380666 0.01 -0.01 0.03
H 0.000621 0.614478 4.395525 -0.02 -0.01 0.05
H 3.227495 -1.248723 2.316767 -0.01 -0.02 -0.03
H 4.693431 -0.927767 4.293519 0.01 -0.02 0.00
H -0.631962 1.856696 2.422978 -0.19 0.00 -0.02
H -0.367369 4.183352 1.693782 -0.02 0.00 0.01
H 0.733670 5.837842 0.254874 -0.02 0.00 -0.01
H 2.392110 6.389919 -1.482847 -0.02 0.02 0.02
H 3.816148 4.609277 -2.449230 0.00 -0.02 -0.01
H 3.575125 2.291679 -1.698008 -0.01 0.02 -0.04
H 4.016526 1.647733 1.454259 0.01 0.00 0.01
H 6.387174 1.393628 2.043496 -0.02 0.02 0.01
H 7.829280 -0.176215 0.782439 0.01 -0.01 -0.03
H 6.889280 -1.495113 -1.074139 0.01 0.00 -0.01
H 4.977040 -2.112317 -2.491531 -0.02 -0.03 -0.01
H 2.585685 -1.929480 -3.036581 0.09 0.04 0.02
H 0.842512 -2.966134 -1.127902 -0.01 -0.01 0.17
H 0.551641 -5.083580 -2.352646 -0.01 -0.04 -0.02
H 0.225118 -6.253328 -4.444903 -0.03 0.00 -0.04
H -0.077486 -5.350718 -5.952024 0.00 -0.03 0.03
H -1.408132 -5.655768 -4.818319 -0.02 -0.20 -0.08
H -0.840739 -2.919812 -5.764681 -0.03 -0.01 -0.05
H -0.521648 -0.784781 -4.530726 -0.01 0.00 -0.03
F -5.436783 3.872752 4.219424 0.00 0.04 0.03
C -5.361969 2.838753 3.361376 -0.01 -0.13 -0.13
C -4.169606 2.175093 3.150215 -0.04 0.03 0.05
F -3.062995 2.564175 3.813995 0.04 0.03 0.06
C -4.107852 1.103169 2.282963 -0.12 -0.13 -0.13
F -2.925558 0.467834 2.194172 0.04 0.10 -0.01
C -5.203076 0.648612 1.537910 -0.09 0.41 0.33
S -5.200687 -0.683992 0.452326 -0.12 -0.41 -0.14
C -6.397789 1.358288 1.780732 0.35 -0.15 -0.09
F -7.511085 1.005563 1.130859 -0.10 0.05 0.05
C -6.483114 2.408885 2.668584 0.06 0.08 0.10
F -7.655665 3.034196 2.875676 -0.04 0.04 -0.02
N -4.149055 -3.948597 2.169985 -0.02 -0.18 0.08
N -2.950020 -3.356084 2.698811 0.11 0.12 -0.01
H -4.019959 -4.196777 1.189527 -0.05 0.16 -0.03
H -4.852039 -3.218572 2.175504 0.01 0.01 0.00
H -2.568915 -2.664608 2.051482 -0.05 -0.04 -0.06
H -2.259070 -4.093894 2.758412 -0.05 -0.03 0.04
O -4.119327 -4.930142 -3.551616 0.18 0.13 0.02
S -4.368778 -3.584239 -3.034129 -0.37 -0.57 -0.18
O -5.755712 -3.361975 -2.665007 -0.02 0.14 -0.02
O -3.798461 -2.529662 -3.863069 0.19 0.10 0.00
S -3.293285 -3.560016 -1.210392 0.18 0.30 -0.20
C -3.494160 2.947095 -3.637549 0.06 0.05 -0.01
C -4.013010 1.735030 -4.074788 0.04 0.06 0.04
C -3.795051 0.574619 -3.342366 -0.09 -0.27 -0.11
C -3.075797 0.594220 -2.148329 0.11 -0.23 0.12
C -2.561155 1.822386 -1.731986 0.00 -0.14 0.10
C -2.755619 2.986293 -2.464440 -0.01 0.12 -0.01
H -3.647662 3.852669 -4.215333 -0.02 0.00 0.01
H -4.588184 1.696549 -4.993966 0.01 -0.04 -0.01
H -4.170908 -0.373076 -3.711106 -0.06 0.00 0.02
H -1.979945 1.888155 -0.812307 0.04 -0.03 0.05
H -2.319515 3.921089 -2.125832 -0.02 0.00 0.02
```
Positions in Å, forces in eV/Å.

orbital gap	5.4	eV
HOMO energy	-2.1	eV
LUMO level	0.12094	hartree
ΔE to the lowest compared entry with this formula, charge and spin	0.587	eV
net charge	-2